239
Properties=species:S:1:pos:R:3:forces:R:3:lowdin_charge:R:1 method="wB97M-V/def2-TZVPD" lumo_energy_ev=0.4 energy_ha=-4976.169928
C -1.550726 1.454227 7.031426 1.0 1.1 2.0 -0.13
O -1.893538 1.920437 5.757549 -0.1 -1.5 -0.2 -0.19
C -2.054265 0.794686 4.880485 -1.0 0.9 -1.7 -0.21
C -0.797335 0.252164 4.233617 -0.4 -2.0 0.6 -0.23
N -0.170020 1.174915 3.330254 -0.8 1.3 1.2 -0.04
C 0.674725 2.191161 4.028084 -0.3 -0.1 -3.1 -0.10
C 1.737296 2.634417 2.958289 0.6 -0.4 1.1 -0.14
O 2.847569 1.728953 3.161144 -0.8 -0.4 -0.5 -0.25
C 3.844669 1.814635 2.148247 -1.1 -1.1 -0.2 -0.08
H -2.373230 1.054585 7.659196 -0.1 0.2 -0.7 0.09
H -1.152251 2.354444 7.579040 -0.3 -0.9 -0.4 0.10
H -0.766635 0.669601 7.057713 -0.2 0.4 -0.4 0.08
H -2.598430 1.244938 4.015602 -0.1 -0.5 0.5 0.11
H -2.678560 -0.026305 5.291603 0.3 0.5 0.2 0.12
H -1.142833 -0.740817 3.751160 0.6 1.6 0.2 0.14
H -0.068466 -0.099772 4.982327 -0.2 0.1 0.2 0.09
H 0.369700 0.667428 2.679480 0.8 -0.5 -0.8 0.04
H 1.197860 1.734722 4.823097 0.9 -0.5 1.1 0.10
H 0.076806 2.993009 4.448356 -0.1 0.2 -0.3 0.11
H 2.101702 3.646568 3.145798 -0.1 0.1 -0.1 0.12
H 1.487465 2.548916 1.877779 -0.6 0.1 0.9 0.10
H 4.471350 2.632520 2.450319 0.8 0.4 -0.6 0.09
H 3.379742 1.944279 1.111167 0.6 0.1 1.2 0.10
H 4.341659 0.818514 2.182285 0.2 0.9 -0.1 0.09
C 3.172893 2.394304 -6.715275 -0.7 -0.4 0.9 -0.10
O 2.632111 3.283851 -5.752059 0.2 0.3 0.8 -0.23
C 3.514661 4.309767 -5.259785 -0.5 -0.1 -1.9 -0.21
C 2.788982 4.950163 -4.131701 -0.3 -0.1 1.0 -0.20
N 2.684813 4.088962 -2.951361 -0.9 0.1 0.8 -0.07
C 2.178145 4.900735 -1.818788 1.0 -0.7 0.7 -0.19
C 2.273103 3.980341 -0.595572 1.2 1.1 1.0 -0.21
O 1.906976 4.644760 0.624252 0.5 0.0 -0.3 -0.21
C 0.496941 4.747617 0.749258 0.7 0.3 -0.7 -0.10
H 4.011784 1.753350 -6.269812 -0.9 0.9 -0.8 0.11
H 3.456674 3.042172 -7.550473 0.4 -0.7 -0.4 0.08
H 2.274223 1.751823 -6.969154 1.4 0.5 -0.1 0.10
H 3.770709 5.022749 -6.088625 -0.5 -0.2 0.5 0.13
H 4.460062 3.891054 -5.004768 0.8 -0.6 0.7 0.10
H 1.828937 5.335085 -4.507328 0.0 -0.2 0.2 0.13
H 3.293032 5.761285 -3.624831 0.6 0.8 -1.0 0.11
H 2.043523 3.302880 -3.010758 -0.1 0.2 -0.8 0.09
H 1.137031 5.303134 -1.843972 0.8 -0.2 -0.7 0.11
H 2.944925 5.705431 -1.707184 -0.9 -0.3 0.3 0.13
H 3.347248 3.650196 -0.502064 -1.1 0.3 0.1 0.12
H 1.644440 3.109763 -0.658713 -0.4 -0.7 -0.5 0.10
H 0.132395 5.308467 -0.105647 -0.4 0.2 -0.1 0.06
H 0.258985 5.316834 1.648915 0.0 -0.5 0.1 0.11
H 0.079372 3.746775 0.677138 -0.5 -0.1 0.5 0.07
C -0.729204 -3.132885 9.379459 1.4 -0.5 -1.1 -0.14
O -1.432411 -2.362033 8.441156 0.3 0.0 -1.6 -0.20
C -1.034046 -2.632065 7.037442 -1.0 1.4 1.5 -0.18
C -1.563294 -3.908753 6.460855 -0.6 -1.4 0.6 -0.23
N -1.593138 -3.719307 5.037652 0.9 -0.9 -0.4 -0.06
C -1.748487 -4.906598 4.224391 2.3 0.2 0.4 -0.19
C -1.674786 -4.566842 2.756613 0.6 1.2 0.3 -0.22
O -2.995005 -4.485035 2.391864 -1.7 -0.4 0.5 -0.20
C -3.208922 -4.191478 1.087100 -0.2 0.5 -1.9 -0.14
H 0.377779 -3.055506 9.206296 -0.6 -0.1 0.0 0.10
H -0.990094 -4.198744 9.291633 0.0 0.2 0.3 0.09
H -0.874506 -2.742307 10.366524 -0.5 0.1 0.5 0.08
H 0.048363 -2.622263 6.948357 0.3 0.3 0.0 0.11
H -1.489024 -1.787466 6.444733 0.6 -0.7 0.7 0.12
H -2.556106 -4.147555 6.897469 0.1 0.3 -0.1 0.13
H -0.954854 -4.823873 6.748752 -0.3 1.1 -0.6 0.14
H -2.201686 -2.999196 4.719623 -0.6 0.7 0.2 0.06
H -2.612438 -5.518402 4.449234 -0.6 -0.1 -0.2 0.13
H -0.881638 -5.539872 4.420537 0.1 -0.2 0.3 0.12
H -1.130220 -5.302040 2.184148 0.1 -0.6 -0.3 0.12
H -1.198591 -3.572078 2.487021 -0.1 -0.8 0.8 0.14
H -2.747542 -4.885152 0.397771 0.6 -0.4 -0.2 0.10
H -2.921143 -3.175426 0.802399 0.4 0.1 0.1 0.07
H -4.247017 -4.274451 0.869107 -1.1 0.0 0.0 0.09
C 4.835430 -1.576090 0.510558 -0.6 -1.4 -1.0 -0.07
O 4.924580 -2.863070 1.140955 0.5 0.4 0.2 -0.22
C 6.234380 -3.170140 1.568055 0.6 -1.9 0.1 -0.22
C 6.313837 -3.124031 3.093865 0.7 0.6 -0.3 -0.22
N 6.033108 -1.789420 3.652711 0.9 -0.4 1.4 -0.02
C 6.375348 -1.760240 5.137032 -0.1 1.3 -1.4 -0.16
C 6.426880 -0.285233 5.604025 -2.0 -1.3 1.1 -0.18
O 5.083032 0.267416 5.707056 0.2 -1.3 -0.9 -0.21
C 5.063133 1.647134 5.861292 -1.0 1.2 -2.0 -0.13
H 3.873566 -1.179169 0.810966 0.1 0.6 0.2 0.06
H 4.752707 -1.791090 -0.560977 0.2 0.3 -0.1 0.08
H 5.724595 -0.983676 0.683411 -0.2 0.4 0.4 0.08
H 7.029160 -2.559050 1.121881 -0.5 0.4 0.0 0.12
H 6.515363 -4.220877 1.188452 -0.6 1.2 0.7 0.14
H 7.344185 -3.436666 3.360547 -0.4 0.3 0.0 0.12
H 5.648092 -3.846074 3.528461 -0.5 -0.8 0.1 0.10
H 5.048855 -1.554136 3.557134 0.0 0.0 -0.1 0.07
H 7.323998 -2.307882 5.276165 -0.2 0.6 0.0 0.12
H 5.652955 -2.244010 5.764204 -0.7 -0.6 0.3 0.09
H 7.039012 0.252740 4.956628 1.0 1.2 -1.3 0.10
H 6.717117 -0.157468 6.625660 1.2 -0.4 0.7 0.11
H 4.810000 2.161734 4.852284 0.3 -0.7 1.4 0.09
H 6.044698 2.020291 6.112723 0.2 0.3 0.7 0.07
H 4.250747 1.937364 6.557819 0.7 -0.1 -0.1 0.09
C -6.181142 0.606638 -9.524054 -0.2 0.1 -0.8 -0.13
O -6.094480 -0.367390 -8.530950 -0.3 -0.1 0.4 -0.17
C -4.931242 -1.134971 -8.643592 -1.1 -1.2 -0.4 -0.27
C -3.727317 -0.626206 -7.938951 1.1 0.7 0.4 -0.20
N -3.681151 -0.615304 -6.462402 -1.0 1.4 -1.4 -0.07
C -3.641488 -1.854280 -5.751479 0.0 -0.4 -0.5 -0.20
C -4.356219 -1.780982 -4.396669 0.4 -0.2 -1.2 -0.23
O -3.690132 -2.687054 -3.540204 -1.0 0.7 1.0 -0.18
C -4.001407 -2.393644 -2.165337 0.8 -1.0 0.0 -0.09
H -5.445335 1.412052 -9.395166 -0.2 -0.1 -0.1 0.09
H -7.188766 0.992486 -9.527200 -0.2 0.4 0.4 0.08
H -6.087224 0.157848 -10.529972 0.4 0.1 0.2 0.09
H -4.676228 -1.237910 -9.709735 0.1 0.2 0.1 0.12
H -5.195448 -2.172546 -8.367428 0.1 0.4 0.3 0.12
H -3.605317 0.436044 -8.228924 0.2 -0.6 -0.1 0.13
H -2.963168 -1.246796 -8.463020 0.5 0.5 0.7 0.12
H -3.163588 0.204177 -6.120137 -0.2 -1.0 0.0 0.10
H -2.590901 -2.144866 -5.596498 -0.3 -0.6 0.1 0.11
H -4.213592 -2.586636 -6.388394 1.0 0.4 0.6 0.13
H -5.408294 -2.050555 -4.625933 0.2 0.1 0.8 0.13
H -4.298417 -0.747209 -4.040271 0.0 0.0 0.3 0.10
H -5.038486 -2.624285 -1.889161 -0.1 0.4 -0.4 0.09
H -3.717816 -1.358206 -1.886630 -0.2 -0.5 -0.2 0.08
H -3.412741 -3.132092 -1.590881 0.0 0.5 -0.1 0.07
O -5.155299 2.072520 -5.517041 -0.1 -1.7 -0.1 -0.08
H -5.248904 1.091161 -5.682044 0.4 1.3 -0.1 0.04
H -5.804919 2.214259 -4.816466 -0.2 0.4 0.3 0.00
O 4.823170 -1.718393 -3.641718 0.4 -1.9 0.4 -0.10
H 5.106223 -2.668544 -3.406588 -0.8 2.0 -0.4 0.06
H 3.974390 -1.845125 -4.105147 0.2 -0.1 0.0 0.00
O 2.463011 -0.451005 -1.674510 -0.6 1.1 0.4 -0.04
H 2.958480 -0.937113 -2.326543 0.5 -0.7 -0.5 0.01
H 2.852639 0.446876 -1.785994 0.1 -0.3 0.2 0.04
C 2.631859 -3.179947 4.308679 -1.1 0.1 -0.2 -0.22
C 1.952187 -1.864636 3.934515 -0.8 -0.4 0.8 -0.22
O 2.891685 -1.202727 3.118138 0.2 -0.7 -0.2 -0.08
O 2.785480 -3.941417 3.118991 1.0 0.5 -1.0 -0.10
H 2.063523 -3.766949 5.063033 0.3 0.3 -0.6 0.13
H 3.605561 -2.945175 4.676151 0.8 0.1 0.7 0.09
H 1.688524 -1.238540 4.853357 0.3 -0.8 -1.1 0.13
H 1.025781 -2.154621 3.349589 0.7 0.6 0.7 0.12
H 2.637839 -0.292175 3.029800 -0.2 1.1 0.0 0.04
H 3.445311 -3.422282 2.557245 -1.0 -0.9 0.6 0.09
C 3.875327 -6.507131 -1.762984 -2.0 -0.3 -0.2 -0.18
C 4.628167 -5.334370 -1.286553 1.0 1.2 0.8 -0.22
O 4.366996 -4.245516 -2.193555 0.2 0.1 0.6 -0.09
O 2.436085 -6.333270 -1.528191 0.8 -0.8 -2.4 -0.08
H 4.075060 -7.458219 -1.350944 0.9 -0.9 1.0 0.10
H 4.047813 -6.639246 -2.828381 -0.4 0.3 -0.2 0.13
H 5.739562 -5.486744 -1.349823 -1.0 -0.1 0.2 0.14
H 4.362573 -5.089153 -0.204836 0.3 -0.1 -1.3 0.13
H 3.484378 -3.868906 -2.029468 0.1 -0.4 0.0 0.06
H 2.220641 -6.100842 -0.642950 0.2 0.4 1.6 0.04
C -3.913337 4.791934 -0.914434 -2.7 1.5 -0.2 -0.20
C -2.951056 5.906457 -0.724462 0.1 0.8 2.3 -0.16
O -3.697474 7.013460 0.009499 0.8 -2.2 -1.4 -0.08
O -4.816051 4.963181 -2.069313 1.2 -1.0 1.0 -0.06
H -4.567030 4.751051 -0.001571 0.7 0.1 -0.8 0.11
H -3.422003 3.872900 -1.011019 0.7 -1.4 -0.4 0.09
H -2.506748 6.281997 -1.654823 -0.1 -0.1 0.2 0.13
H -2.154199 5.492647 -0.023675 -0.7 0.8 -0.9 0.12
H -3.145381 7.772022 -0.100623 0.4 1.0 0.1 0.05
H -4.920457 5.894197 -2.229976 -0.2 0.6 0.0 0.08
C 0.619135 -3.556976 -1.203936 -1.5 -3.1 -1.3 -0.20
C 1.190491 -3.470169 0.114868 1.4 1.5 2.0 -0.26
O 1.503683 -4.773356 0.529000 0.1 -0.5 1.2 -0.07
O 1.465448 -4.054890 -2.256242 -0.4 3.5 0.2 -0.07
H 0.176880 -2.640646 -1.460077 -0.6 1.2 -0.9 0.09
H -0.161937 -4.376498 -1.100985 0.2 1.2 -0.2 0.16
H 0.466629 -2.978052 0.815369 0.2 -0.4 -0.5 0.12
H 2.090361 -2.802040 0.163649 -0.4 -0.5 -0.2 0.13
H 1.638130 -4.731553 1.492373 0.3 -0.1 -0.1 0.08
H 1.612950 -4.971757 -2.122907 0.6 -2.0 0.2 0.02
C 6.618098 1.968866 -1.176313 -2.4 -0.9 -0.2 -0.22
C 5.643627 1.330681 -2.207263 -0.3 0.0 -0.5 -0.16
O 4.222102 1.707183 -2.075892 1.0 -1.5 1.1 -0.13
O 6.302645 1.504689 0.108181 1.9 0.0 1.0 -0.06
H 6.535040 3.057497 -1.249190 0.3 0.1 0.0 0.12
H 7.610310 1.582579 -1.292025 0.7 0.2 -0.8 0.12
H 5.692221 0.190010 -2.200379 -0.2 1.6 0.1 0.12
H 5.929860 1.695005 -3.190868 0.3 -0.3 -0.3 0.11
H 3.975291 2.612249 -2.288899 0.4 0.8 -0.5 0.03
H 5.390842 1.435440 0.276539 -1.9 0.1 -0.1 0.01
C 0.884682 -2.142442 -5.047416 0.2 -0.1 0.8 -0.19
C 0.269292 -0.804299 -4.720849 -1.8 -0.5 -0.3 -0.24
O -0.139099 -0.746366 -3.364698 0.2 0.0 0.6 -0.11
O 2.070809 -2.264704 -4.235435 -0.1 0.1 -0.4 -0.11
H 1.168793 -2.109247 -6.087726 0.3 -0.3 -0.4 0.11
H 0.220115 -3.004840 -4.872721 0.1 0.4 0.0 0.13
H -0.623369 -0.532765 -5.398900 1.2 -0.5 1.0 0.14
H 1.037401 -0.091461 -4.856418 0.8 1.1 -0.5 0.10
H 0.646172 -0.498462 -2.824731 -0.4 -0.4 -0.5 0.05
H 1.860839 -2.719274 -3.396651 -0.2 -0.3 -0.5 0.04
C -0.521457 -0.095137 0.041728 -0.3 -0.4 -1.2 -0.21
C -1.100038 1.248284 -0.234862 -1.3 0.4 -0.9 -0.25
O -1.735087 1.865385 0.844595 -1.1 0.4 -0.8 -0.05
O 0.562721 -0.042678 0.949792 -0.7 -0.2 0.3 -0.05
H -0.262959 -0.468129 -0.985591 0.2 -0.1 1.1 0.11
H -1.273378 -0.771634 0.451882 -0.1 0.0 0.1 0.11
H -1.881204 1.147511 -1.007049 0.1 -0.3 0.2 0.11
H -0.391971 1.913016 -0.725972 0.6 0.2 0.1 0.10
H -1.165203 1.837700 1.593145 0.9 -0.1 1.7 0.02
H 1.337951 -0.110369 0.431033 1.6 -0.2 -0.8 0.05
C -3.927231 -0.697239 1.804048 0.8 0.9 0.8 -0.23
C -4.585762 -1.201064 3.104109 -0.8 0.9 -1.4 -0.23
O -3.785716 -2.118477 3.758021 0.7 1.2 1.6 -0.05
O -4.663986 0.295374 1.116180 -1.1 1.6 2.2 -0.10
H -3.804805 -1.459456 1.087090 0.1 -1.2 -0.7 0.08
H -2.900784 -0.332205 2.045241 -0.6 -0.1 0.0 0.11
H -5.592523 -1.562102 2.861352 0.1 -0.4 0.0 0.13
H -4.767663 -0.338041 3.755847 0.3 -0.1 0.1 0.11
H -3.810911 -2.996627 3.430653 -0.3 -1.4 -1.1 0.05
H -4.948580 0.966855 1.839585 0.7 -1.0 -1.7 0.11
C -0.405747 2.254556 -3.711874 0.1 -0.5 -0.1 -0.22
C -1.898859 1.943337 -3.774435 0.7 0.9 -0.3 -0.23
O -2.372237 2.963842 -4.624571 -0.5 0.3 -0.5 -0.07
O -0.155528 3.565895 -3.188453 0.6 -0.9 0.8 -0.08
H 0.093713 2.174762 -4.720441 -0.7 0.0 0.8 0.13
H 0.008852 1.457427 -3.056369 0.2 1.1 -0.2 0.10
H -2.369745 2.075106 -2.786507 0.2 -0.5 -0.2 0.10
H -2.021935 0.924451 -4.176682 -0.2 0.2 0.2 0.10
H -3.335671 2.954812 -4.670244 -0.2 -0.2 -0.2 0.06
H -0.758663 4.214382 -3.540819 -0.6 -0.1 -0.6 0.08
C -4.489316 3.723606 2.236206 -0.5 -0.4 1.2 -0.20
C -3.844316 4.713989 3.120489 -1.1 2.5 -1.3 -0.33
O -2.661009 4.389673 3.663929 2.0 -2.0 1.9 -0.02
O -4.822668 2.564976 3.057241 1.3 -0.6 -1.7 -0.06
H -3.839581 3.431965 1.445198 0.3 -0.7 -0.6 0.09
H -5.404851 4.204280 1.911640 -0.3 -0.2 -0.6 0.12
H -4.631103 5.029307 3.789786 -0.3 0.0 1.2 0.12
H -3.663705 5.664350 2.581225 -0.1 -0.4 -0.3 0.13
H -2.718887 3.545897 4.187420 0.1 1.1 -0.6 0.10
H -5.543822 2.814585 3.594789 -1.3 0.4 1.0 0.07
C -7.022741 2.044321 -1.982699 -0.9 0.3 -0.8 -0.20
C -6.143632 0.802279 -1.788655 -0.7 0.2 0.2 -0.24
O -4.776440 1.076962 -1.557555 0.2 0.7 -1.0 -0.09
O -6.636485 2.921041 -3.099491 0.2 -1.6 1.5 -0.09
H -6.895367 2.610768 -1.088310 -0.2 0.8 0.9 0.10
H -8.127760 1.833467 -2.109729 1.3 -0.2 0.1 0.14
H -6.264913 0.267871 -2.727707 0.3 -0.7 0.1 0.10
H -6.524084 0.257259 -0.903466 -0.2 -0.1 -0.7 0.13
H -4.508172 0.930717 -0.642897 -0.5 -0.2 0.4 0.04
H -5.816590 3.229010 -2.686526 0.3 0.9 -0.8 0.04